The following is a quantum chemistry calculation of C35H38N6O11SSc as an isolated structure at a distorted geometry, from the Open Molecules 2025 dataset.

Last column: Löwdin charge in e.
Positions of all 92 atoms, in Å:
H 8.0007 -17.7428 11.4825  0.10
H 16.8411 -13.9827 18.8874  0.11
H 5.6744 -9.3710 10.0487  0.07
H 13.4836 -14.0848 14.1657  0.12
C 10.3708 -9.6957 8.3503  -0.10
O 11.3064 -12.8862 15.7248  -0.07
C 8.9514 -8.9652 10.1629  -0.21
C 10.1816 -8.9575 9.5150  -0.06
N 14.5986 -14.1140 16.5470  0.08
C 15.1474 -14.1017 17.7920  -0.39
N 14.3741 -14.3932 18.8411  0.22
C 15.1998 -14.7093 15.3641  -0.20
N 11.1195 -15.0284 13.9495  0.05
C 13.1909 -16.1776 14.6956  -0.13
C 6.8023 -10.5890 13.7715  -0.02
H 13.7004 -13.6437 16.4683  0.11
H 14.7915 -14.4427 19.7746  0.13
H 11.2323 -11.0407 19.2823  0.10
O 9.1455 -11.7632 11.3798  0.02
C 6.8885 -10.9217 7.5285  -0.04
H 13.4599 -14.8424 18.6835  0.12
C 9.2749 -10.3603 7.7852  -0.08
N 8.9358 -8.5401 11.4987  0.07
H 15.6554 -15.6510 15.7033  0.12
H 11.3282 -9.7586 7.8615  0.09
C 9.0552 -10.7279 19.2990  -0.05
H 13.5281 -16.7838 15.5459  0.10
C 9.7705 -16.0284 9.0661  -0.28
H 14.5492 -15.1356 13.3076  0.11
O 9.2164 -12.0871 13.5946  -0.10
C 10.2982 -11.1545 18.7576  0.00
C 8.0407 -8.9052 12.5427  -0.19
H 11.1021 -8.6131 10.0298  0.11
H 6.8226 -11.9208 7.9335  0.08
C 6.1510 -9.5959 14.5333  -0.04
H 9.7067 -7.8987 11.7056  0.14
O 12.0135 -15.8018 17.3527  0.00
H 9.0724 -10.1520 20.2264  0.10
C 7.8857 -11.0478 18.6563  0.01
O 7.2247 -13.1705 15.7367  -0.09
C 9.2718 -17.1222 9.7955  -0.07
Sc 9.3572 -13.6430 15.1571  1.12
C 11.6687 -15.9591 14.9296  -0.27
C 8.4621 -16.9480 10.9115  -0.07
C 8.7599 -11.5071 12.5305  -0.51
S 7.3515 -15.3337 12.9320  0.53
O 5.8185 -11.7363 16.8533  0.04
C 7.8327 -10.2921 12.8835  -0.02
N 9.1875 -12.3608 17.0711  0.11
H 9.4241 -18.1524 9.4397  0.11
O 8.3917 -15.0334 14.0015  -0.43
H 17.1234 -13.7463 17.1996  0.11
O 12.6975 -12.1123 17.3150  0.02
H 9.3852 -10.9532 6.8949  0.09
C 10.3413 -11.9613 17.6258  -0.14
C 8.2930 -15.6543 11.3660  -0.23
C 9.5957 -14.7365 9.5975  -0.03
C 7.2263 -7.9085 13.1549  -0.06
C 14.1396 -14.9741 14.3133  -0.16
C 7.9880 -10.1996 8.3008  -0.23
H 10.4513 -15.4626 13.3297  0.07
H 10.8026 -15.3221 7.2960  0.09
C 11.6022 -12.3149 16.8020  -0.58
C 8.0072 -11.8455 17.4931  -0.11
H 11.2060 -16.9594 14.8365  0.16
H 11.7800 -14.6343 13.3009  0.09
O 10.0679 -15.1051 16.4677  -0.10
O 6.5299 -14.2078 12.5835  -0.29
H 5.8758 -10.5144 7.5200  0.07
H 6.5489 -11.6571 13.8241  0.12
O 6.7381 -16.5938 13.2085  -0.32
H 13.2212 -16.9018 13.8125  0.12
H 6.8673 -10.8066 18.9746  0.12
H 6.5952 -7.9294 10.4694  0.06
C 11.2698 -15.5826 16.3890  -0.57
H 7.3404 -6.8855 12.8187  0.10
C 7.7756 -9.4021 9.4289  -0.14
C 8.8451 -14.4864 10.7582  -0.02
H 9.6105 -16.5459 7.0353  0.05
C 6.8670 -12.2977 16.6120  -0.60
H 6.0840 -8.1842 8.8834  0.07
H 7.1477 -11.0478 6.4716  0.07
N 16.4786 -13.8616 17.9531  0.20
H 10.0427 -13.9119 9.0301  0.11
C 6.3239 -8.2466 14.1417  -0.10
C 10.3729 -16.2793 7.7022  -0.07
C 6.4556 -8.7119 9.7423  -0.03
H 15.9904 -14.0204 14.9222  0.13
H 5.7023 -7.4757 14.5099  0.08
H 5.4230 -9.8686 15.3053  0.09
H 11.0920 -17.0954 7.6356  0.07
H 8.7860 -13.4961 11.2032  0.06

Forces on the atoms, in the same order (eV/Å):
0.1 -0.1 -0.2
0.3 0.0 -0.3
-0.6 -0.5 0.5
0.6 -0.2 0.4
-1.4 -0.1 -0.4
1.0 0.3 -0.8
-0.7 -0.6 -0.3
1.2 -0.8 0.2
0.5 0.2 1.3
-0.3 -0.5 -1.6
0.6 0.1 0.3
1.2 1.0 -0.3
-1.1 0.0 -0.1
-0.2 -1.4 -1.3
-0.3 0.0 0.7
-0.4 0.0 0.2
-0.5 0.2 -0.7
0.1 0.6 0.0
-0.7 0.9 1.0
0.0 0.2 -0.2
0.3 0.3 -0.3
0.6 0.5 0.5
0.4 1.1 -0.3
0.1 0.2 -0.4
0.3 0.0 0.1
1.3 -0.2 0.1
0.3 0.4 0.0
-0.2 -0.5 0.8
0.3 -0.1 0.5
-0.4 -0.5 0.2
-0.4 -0.6 0.3
-0.9 -1.1 -0.1
-0.8 0.0 -0.2
-0.2 -0.4 0.2
-0.3 0.2 -1.3
-0.7 -0.5 0.2
0.2 0.0 -0.3
-0.1 -0.2 -0.2
-0.3 -0.8 -1.3
-0.4 0.5 0.3
-0.4 -0.5 -0.6
-1.0 1.1 -0.6
1.1 0.0 0.2
0.6 0.8 0.2
1.2 0.9 -0.2
1.3 0.0 -1.4
-1.4 -0.2 -0.4
0.4 1.0 -0.3
-0.2 1.6 0.1
0.0 0.5 -0.1
-0.8 -0.3 -1.1
-0.1 0.2 -0.3
0.9 0.0 -0.2
0.2 -0.2 -0.2
-0.9 0.8 0.0
0.0 2.1 1.4
-0.1 0.2 -0.4
1.1 -1.2 -0.6
-1.9 -0.2 0.2
-0.4 0.4 -0.3
-0.4 -0.3 0.1
-0.1 -1.0 0.4
-1.8 -0.5 1.6
1.7 -1.0 0.4
0.1 0.4 -0.2
0.5 0.3 0.3
1.0 -0.6 0.0
-0.1 0.2 0.6
0.2 0.3 0.4
0.1 0.5 0.7
-0.7 -0.7 0.5
0.1 0.9 1.0
0.5 0.2 -0.1
0.1 0.0 0.6
-1.1 0.7 0.0
0.0 0.0 0.0
1.0 0.9 0.5
0.4 -2.6 -0.3
-1.3 -0.4 -1.0
1.3 -0.5 -0.1
-0.1 0.1 -0.8
0.2 0.1 0.2
-1.2 -0.6 1.0
-0.2 -0.1 0.3
0.5 -1.5 0.0
1.2 1.7 0.5
0.7 -0.5 0.0
-0.7 -0.8 0.5
-0.5 0.6 0.8
0.3 0.0 -0.4
0.2 0.1 0.3
-0.2 -0.4 -0.3

strongest force on any atom	2.7	eV/Å
total energy	-99920.24255	eV
frontier orbital gap	5.9	eV
HOMO energy	-4.69	eV
ΔE to the lowest compared entry with this formula, charge and spin	35.11	kcal per mole
total charge	-1
E_LUMO	1.2	eV